{
  "formula": "CH5N3O2",
  "method": "ωB97M-V with the def2-TZVPD basis set",
  "lumo_ha": 0.0223,
  "orbital_gap_ev": 9.845,
  "charge": 0,
  "smiles": "N=C(NO)NO",
  "symbols": ["O", "O", "N", "N", "N", "C", "H", "H", "H", "H", "H"],
  "coordinates": [[-1.275, 1.100, -0.305], [-1.310, -1.236, 0.314], [0.035, 1.068, 0.128], [-0.035, -1.247, -0.417], [2.075, -0.232, 0.030], [0.780, -0.101, -0.098], [-1.777, 1.017, 0.611], [-1.871, -0.889, -0.404], [2.488, 0.689, 0.197], [0.399, -2.118, -0.085], [0.491, 1.948, 0.030]],
  "mulliken_charge": [-0.49, -0.48, -0.09, -0.21, -0.67, 0.43, 0.39, 0.37, 0.20, 0.32, 0.23]
}

***

{
  "formula": "C2H6N4O",
  "method": "ωB97M-V with the def2-TZVPD basis set",
  "lumo_ha": 0.0173,
  "orbital_gap_ev": 9.590,
  "charge": 0,
  "smiles": "[H]/N=C\\N(O)/C=N\\N",
  "symbols": ["O", "N", "N", "N", "N", "C", "C", "H", "H", "H", "H", "H", "H"],
  "coordinates": [[0.689, -1.313, 0.690], [-1.523, 1.015, 2.290], [0.123, 0.078, 0.585], [-0.047, 0.405, -1.918], [1.059, -0.711, -1.733], [-0.251, 0.675, -0.644], [-0.517, 0.199, 1.864], [1.755, -0.076, -2.244], [-0.203, -0.686, 2.397], [0.740, -1.412, -2.308], [-1.076, 1.419, -0.342], [1.416, -1.026, -0.180], [-2.165, 1.433, 1.544]],
  "mulliken_charge": [-0.50, -0.61, 0.01, -0.53, -0.49, 0.23, 0.04, 0.31, 0.42, 0.20, 0.16, 0.53, 0.23]
}

***

{
  "formula": "C25H44Cl3N4O3SeSiTi",
  "method": "ωB97M-V with the def2-TZVPD basis set",
  "spin_multiplicity": 2,
  "lumo_ha": [0.0008, 0.0007],
  "orbital_gap_ev": [3.881, 3.886],
  "s_squared": 0.753,
  "charge": 0,
  "symbols": ["Se", "Ti", "Cl", "Cl", "Cl", "Si", "O", "O", "O", "N", "N", "N", "N", "C", "C", "C", "C", "C", "C", "C", "C", "C", "C", "C", "C", "C", "C", "C", "C", "C", "C", "C", "C", "C", "C", "C", "C", "C", "H", "H", "H", "H", "H", "H", "H", "H", "H", "H", "H", "H", "H", "H", "H", "H", "H", "H", "H", "H", "H", "H", "H", "H", "H", "H", "H", "H", "H", "H", "H", "H", "H", "H", "H", "H", "H", "H", "H", "H", "H", "H", "H", "H"],
  "coordinates": [[0.589, 1.435, 0.168], [-1.727, 0.245, -0.007], [-0.492, -1.674, 0.022], [-1.484, 0.022, 2.368], [-3.710, -0.822, -0.457], [-1.544, -3.902, 0.517], [-1.197, 0.151, -2.045], [1.641, -3.566, -0.097], [-2.965, 1.815, 0.511], [0.293, -1.078, -3.307], [-0.528, 3.712, 1.516], [-4.983, 2.252, 1.477], [-0.812, 3.833, -0.632], [-0.144, 3.214, 2.825], [3.376, -5.346, 0.427], [1.502, -1.107, -4.143], [4.026, -3.625, -1.307], [-2.718, -3.317, 1.919], [-5.551, 2.669, 0.198], [-1.468, 4.916, -0.063], [3.813, 0.676, 1.123], [-0.089, 0.020, -2.652], [-0.363, -5.176, 1.127], [-1.286, 4.830, 1.273], [3.230, -3.990, -0.241], [-3.739, 1.834, 1.539], [-2.322, -4.305, -1.112], [3.469, 0.358, -1.241], [-0.799, 3.512, -2.042], [-0.411, -2.358, -3.196], [3.292, -0.597, 1.374], [3.896, 1.160, -0.191], [-0.239, 3.064, 0.356], [2.876, -0.885, -0.978], [2.620, -2.865, 0.588], [-5.843, 1.973, 2.642], [2.913, -1.432, 0.302], [4.741, -4.593, -2.124], [-2.341, -2.449, 2.496], [1.994, -0.123, -4.135], [5.353, -5.212, -1.448], [-1.753, -3.992, -1.991], [-2.010, 5.622, -0.685], [4.313, -2.592, -1.404], [0.073, -5.696, 0.271], [4.008, -5.242, -2.611], [-3.703, -3.013, 1.527], [-2.406, -5.395, -1.180], [-5.037, 3.577, -0.156], [0.225, 3.294, -2.377], [-0.969, -5.873, 1.730], [-1.433, 2.639, -2.287], [2.723, -6.121, 0.000], [3.189, -0.942, 2.408], [3.606, 0.688, -2.280], [0.424, -4.723, 1.742], [-5.400, 1.844, -0.511], [-1.630, 5.465, 2.067], [-1.496, -2.228, -3.129], [-6.855, 1.739, 2.294], [-2.879, -4.145, 2.642], [4.296, 2.166, -0.392], [-5.432, 1.101, 3.171], [4.404, -5.736, 0.490], [-0.260, 4.048, 3.530], [-1.188, 4.393, -2.584], [-0.778, 2.381, 3.141], [-3.341, -3.887, -1.212], [0.892, 2.876, 2.813], [2.193, -1.863, -3.758], [-0.151, -2.940, -4.086], [0.631, 0.864, -2.658], [4.151, 1.314, 1.926], [-6.617, 2.864, 0.365], [1.218, -1.389, -5.163], [-3.418, 1.394, 2.486], [-0.052, -2.898, -2.314], [2.367, -1.427, -1.783], [-5.887, 2.799, 3.377], [2.677, -3.129, 1.659], [3.101, -5.243, 1.482], [5.394, -4.187, -2.896]],
  "mulliken_charge": [-0.11, 0.40, 0.37, -0.77, -0.66, 0.54, -0.53, -0.34, -0.14, 0.37, 0.42, 0.28, 0.38, -0.80, -1.65, -0.97, -0.46, -0.95, -0.82, -0.45, -0.69, 0.25, -0.81, -0.48, 1.29, -0.30, -0.91, -0.96, -0.85, -0.65, -0.74, -0.58, -0.27, -0.12, -0.82, -0.95, 0.92, -1.51, 0.17, 0.26, 0.28, 0.17, 0.44, 0.51, 0.21, 0.24, 0.27, 0.45, 0.23, 0.28, 0.49, 0.27, 0.19, 0.35, 0.30, 0.16, 0.25, 0.47, 0.41, 0.37, 0.45, 0.36, 0.37, 0.45, 0.33, 0.32, 0.28, 0.28, 0.27, 0.46, 0.31, 0.18, 0.42, 0.39, 0.37, 0.41, -0.07, 0.71, 0.29, 0.03, 0.36, 0.38]
}

***

{
  "formula": "C2H7N2P",
  "method": "ωB97M-V with the def2-TZVPD basis set",
  "lumo_ha": -0.0105,
  "orbital_gap_ev": 8.734,
  "charge": 0,
  "smiles": "CCN.N#P",
  "symbols": ["P", "N", "N", "C", "C", "H", "H", "H", "H", "H", "H", "H"],
  "coordinates": [[1.804, 2.422, 2.108], [2.741, 1.512, 2.755], [1.049, 0.042, -1.065], [0.161, -0.446, 0.014], [-1.069, 0.396, 0.340], [1.431, 0.965, -0.866], [-1.327, 0.073, 1.310], [-0.768, 1.351, 0.340], [1.747, -0.621, -1.345], [0.803, -0.625, 0.817], [-0.102, -1.441, -0.472], [-2.009, 0.301, -0.212]],
  "mulliken_charge": [0.26, -0.25, -0.57, -0.31, -0.97, 0.18, 0.32, 0.27, 0.21, 0.34, 0.24, 0.30]
}

***

{
  "formula": "C3H4N2O",
  "method": "ωB97M-V with the def2-TZVPD basis set",
  "lumo_ha": -0.0006,
  "orbital_gap_ev": 8.132,
  "charge": 0,
  "symbols": ["O", "N", "N", "C", "C", "C", "H", "H", "H", "H"],
  "coordinates": [[-0.775, 1.060, 0.846], [-0.214, -1.305, 0.464], [-0.196, -1.008, -0.839], [0.257, 0.172, -1.192], [0.268, -0.135, 1.005], [0.694, 0.909, 0.004], [-0.502, -1.738, -1.473], [0.565, -0.174, 2.047], [-0.480, 1.785, 1.415], [0.385, 0.422, -2.236]],
  "mulliken_charge": [-0.41, -0.81, 0.32, -0.15, 0.01, -0.46, 0.25, 0.40, 0.40, 0.46]
}

***

{
  "formula": "C4H11N2O",
  "method": "ωB97M-V with the def2-TZVPD basis set",
  "lumo_ha": -0.1329,
  "orbital_gap_ev": 10.638,
  "charge": 1,
  "symbols": ["O", "N", "N", "C", "C", "C", "C", "H", "H", "H", "H", "H", "H", "H", "H", "H", "H", "H"],
  "coordinates": [[0.065, 0.508, -0.475], [2.614, 0.282, -0.182], [-2.043, 0.105, -0.167], [-0.820, -0.383, -0.201], [-2.521, 1.501, -0.079], [-0.417, -1.798, -0.174], [3.225, 0.186, 0.910], [4.232, 0.435, 0.891], [-2.908, 1.821, -1.032], [3.164, 0.381, -1.115], [-1.217, -2.465, 0.194], [0.037, -2.150, -1.181], [-1.690, 2.162, 0.193], [1.342, 0.328, -0.449], [-2.961, -0.491, -0.030], [2.729, -0.077, 1.816], [0.464, -1.875, 0.373], [-3.296, 1.529, 0.709]],
  "mulliken_charge": [-0.70, -0.29, -0.23, 0.91, -0.83, -1.08, -0.14, 0.27, 0.30, 0.28, 0.32, 0.29, 0.32, 0.37, 0.33, 0.26, 0.32, 0.31]
}

***

It is found that the energy above the lowest of the compared OMol25 structures with the same formula, charge and spin values, taken in the order of the records, are 284.6, 655.0, 565.2, 159.8, 582.2, 199.1 kJ/mol.
It is found that the E_tot values, taken in the order of the records, are -9679.520, -10173.273, -172649.883, -14454.444, -8197.851, -9346.794 eV.
It is found that the largest force on an atom values, taken in the order of the records, are 0.0626, 0.1143, 0.0570, 0.0827, 0.0081, 0.0941 Eh/bohr.